Entry 1:
22
Properties=species:S:1:pos:R:3:nbo_charge:R:1 method="wB97M-V/def2-TZVPD" multiplicity=1 homo_lumo_gap_ev=7.6100 charge=+1 de_lowest_kcal_mol=108.4 max_force_ev_per_a=7.5 e_homo_ev=-13.10
C 1.46 1.55 -1.38 -0.048
C 0.24 1.68 -2.02 -0.236
C 1.70 0.50 -0.51 -0.234
C -0.78 0.80 -1.77 -0.043
C 0.63 -0.30 -0.17 0.055
C -0.70 -0.20 -0.80 -0.289
C -3.55 1.27 0.85 0.868
C 0.51 -1.39 0.84 0.221
C -1.68 -0.96 -0.16 0.218
N -4.22 1.19 -0.11 -0.763
N -1.05 -1.64 0.94 -0.609
O -2.81 1.35 1.74 -0.553
O 0.86 -0.95 2.12 -0.702
H 2.27 2.33 -1.52 0.253
H 0.12 2.33 -2.92 0.256
H 2.62 0.46 0.00 0.243
H -1.80 1.13 -2.07 0.252
H 1.00 -2.38 0.60 0.222
H 1.60 -1.34 2.52 0.509
H -5.01 1.37 -0.67 0.453
H -1.36 -2.70 0.88 0.472
H -1.44 -1.26 1.70 0.454

***

Entry 2:
126
Properties=species:S:1:pos:R:3:lowdin_charge:R:1 method="wB97M-V/def2-TZVPD" multiplicity=1 homo_lumo_gap_ev=8.2029 charge=0 smiles="Fc1ccccc1.Fc1ccccc1.Fc1ccccc1.CC(C)=O.CC(C)=O.CC(C)=O.CC(C)=O.CC(C)=O.CC(C)=O.CC(C)=O.CC(C)=O.CC(C)=O" de_lowest_kcal_mol=751.5 max_force_ev_per_a=11.3 e_homo_ev=-8.32
F 11.43 39.20 -30.13 -0.023
C 11.97 40.38 -30.56 -0.191
C 11.60 40.93 -31.82 -0.014
C 12.30 41.97 -32.33 -0.039
C 13.32 42.56 -31.53 -0.016
C 13.75 42.00 -30.31 -0.086
C 13.09 40.85 -29.86 -0.138
H 10.82 40.42 -32.38 0.087
H 11.93 42.48 -33.20 0.069
H 13.78 43.43 -31.98 0.068
H 14.57 42.52 -29.85 0.053
H 13.44 40.17 -29.10 0.071
F 19.39 43.82 -30.40 0.033
C 18.33 43.04 -30.81 -0.249
C 18.36 42.61 -32.14 -0.032
C 17.29 41.84 -32.61 -0.026
C 16.20 41.64 -31.71 -0.084
C 16.20 42.04 -30.40 -0.186
C 17.30 42.77 -29.91 0.016
H 19.24 42.90 -32.69 0.115
H 17.23 41.63 -33.67 0.107
H 15.35 41.13 -32.15 0.103
H 15.34 41.79 -29.79 0.041
H 17.13 43.25 -28.96 0.096
F 11.36 40.43 -33.78 -0.073
C 10.42 39.44 -33.89 -0.271
C 10.80 38.10 -33.89 -0.048
C 9.82 37.17 -33.96 -0.108
C 8.48 37.49 -34.19 -0.047
C 8.16 38.87 -34.11 -0.050
C 9.12 39.85 -33.89 -0.002
H 11.87 37.98 -33.92 0.086
H 9.99 36.10 -34.05 0.123
H 7.76 36.73 -34.46 0.109
H 7.12 39.13 -34.20 0.105
H 8.80 40.88 -33.96 0.132
C 11.35 44.65 -31.05 -0.028
C 11.58 46.12 -31.33 -0.447
C 12.02 46.35 -32.82 0.004
O 11.50 46.97 -30.50 0.092
H 10.34 44.30 -31.23 0.101
H 11.70 44.53 -30.02 0.094
H 12.01 44.11 -31.73 0.031
H 11.79 47.39 -33.02 0.098
H 11.54 45.59 -33.43 0.067
H 13.08 46.19 -33.04 0.008
C 13.34 38.83 -32.61 0.001
C 14.83 38.60 -32.40 -0.444
C 15.29 38.72 -30.97 -0.027
O 15.56 38.52 -33.34 0.080
H 13.22 39.79 -33.11 0.098
H 12.70 38.67 -31.75 0.083
H 12.99 38.02 -33.26 0.059
H 16.19 39.32 -31.12 0.092
H 15.61 37.81 -30.46 0.097
H 14.64 39.36 -30.38 0.042
C 11.45 41.37 -28.21 -0.059
C 9.93 41.58 -28.17 -0.373
C 9.25 42.28 -29.35 0.009
O 9.36 41.10 -27.19 0.063
H 11.76 40.33 -28.14 0.118
H 11.93 41.81 -27.33 0.098
H 11.86 41.80 -29.13 0.059
H 9.92 43.08 -29.67 0.046
H 8.32 42.73 -29.00 0.095
H 9.07 41.64 -30.21 0.056
C 13.43 43.55 -27.64 -0.066
C 14.66 44.07 -28.32 -0.375
C 14.38 45.07 -29.47 -0.008
O 15.76 43.58 -28.23 0.026
H 13.56 42.85 -26.81 0.082
H 12.92 42.96 -28.40 0.064
H 12.82 44.40 -27.31 0.124
H 15.39 45.45 -29.61 0.091
H 13.68 45.78 -29.02 0.118
H 14.05 44.51 -30.35 0.022
C 12.38 36.10 -28.90 -0.014
C 13.05 36.97 -27.85 -0.424
C 14.24 37.90 -28.31 -0.024
O 12.64 36.94 -26.72 0.076
H 11.97 35.19 -28.46 0.086
H 13.14 35.81 -29.63 0.076
H 11.55 36.62 -29.38 0.042
H 13.77 38.69 -28.90 0.067
H 14.96 37.30 -28.87 0.098
H 14.52 38.32 -27.35 0.029
C 8.40 39.17 -29.96 0.019
C 9.72 38.44 -30.05 -0.511
C 9.91 37.59 -31.27 -0.017
O 10.42 38.24 -29.13 0.051
H 8.29 39.64 -28.99 0.081
H 7.58 38.53 -30.27 0.095
H 8.37 39.98 -30.69 0.059
H 9.10 36.87 -31.35 0.112
H 10.85 37.04 -31.26 0.095
H 9.94 38.25 -32.14 0.032
C 15.80 44.40 -31.31 -0.048
C 14.70 45.29 -31.85 -0.392
C 15.04 46.35 -32.82 0.032
O 13.54 45.03 -31.55 -0.206
H 15.58 43.47 -30.79 0.039
H 16.38 44.96 -30.57 0.116
H 16.62 44.29 -32.03 0.113
H 15.30 47.28 -32.31 0.126
H 14.07 46.53 -33.28 0.042
H 15.72 45.92 -33.56 0.098
C 14.17 41.40 -27.76 -0.102
C 15.20 40.26 -28.06 -0.267
C 15.75 39.47 -26.88 -0.027
O 15.49 40.01 -29.27 -0.150
H 14.54 42.38 -28.05 0.032
H 14.02 41.43 -26.68 0.116
H 13.14 41.27 -28.11 0.008
H 16.04 38.48 -27.24 0.087
H 14.97 39.45 -26.11 0.105
H 16.66 39.79 -26.37 0.103
C 12.35 42.72 -35.86 0.009
C 12.71 43.68 -34.71 -0.354
C 14.21 43.72 -34.50 0.010
O 11.96 43.92 -33.76 -0.042
H 12.30 41.71 -35.46 0.081
H 13.09 42.70 -36.66 0.082
H 11.43 42.95 -36.41 0.086
H 14.70 42.79 -34.77 0.101
H 14.58 43.77 -33.47 0.053
H 14.76 44.49 -35.04 0.098

***

Entry 3:
53
Properties=species:S:1:pos:R:3:lowdin_spin:R:1 method="wB97M-V/def2-TZVPD" multiplicity=5 homo_lumo_gap_ev="5.2217 / 7.3477" charge=+2 max_force_ev_per_a=5.1 e_homo_ev="-10.69 / -15.66"
P 1.06 -2.08 2.04 0.016
P 0.53 2.16 2.27 0.005
C 0.94 -0.51 1.02 0.084
C 1.53 0.87 1.42 0.007
H -0.15 -0.44 0.81 0.093
H 1.37 -0.83 0.05 0.008
H 2.49 0.77 1.98 0.001
H 1.78 1.37 0.47 0.002
C -0.92 2.59 1.24 0.046
H -1.60 3.27 1.79 0.002
H -1.50 1.72 0.88 0.070
H -0.55 3.11 0.34 0.001
C 1.43 3.54 2.92 0.002
H 1.13 4.45 2.38 0.000
H 2.49 3.35 2.77 0.000
H 1.19 3.65 3.99 0.000
C -0.21 -3.01 1.11 0.026
H -0.47 -3.91 1.68 0.000
H 0.15 -3.28 0.11 0.001
H -1.10 -2.37 1.01 0.039
C 2.60 -3.01 1.82 0.007
H 3.49 -2.35 1.91 0.000
H 2.61 -3.49 0.83 0.000
H 2.66 -3.80 2.60 0.001
Pd -1.52 -0.21 -1.62 1.897
C -0.41 1.31 -2.63 0.265
C -1.79 1.41 -2.88 0.306
C -2.50 0.71 -4.02 0.098
C -1.97 -0.74 -4.32 0.071
C -1.48 -1.56 -3.12 0.364
C -0.19 -1.49 -2.52 0.283
C 0.97 -0.76 -3.17 0.055
C 0.60 0.68 -3.57 0.036
C 0.25 -1.75 3.59 0.002
H 0.02 2.06 -1.97 0.027
H -2.35 2.14 -2.27 0.036
H -2.46 1.33 -4.92 0.025
H -3.56 0.62 -3.75 0.009
H -2.82 -1.32 -4.73 0.005
H -1.22 -0.74 -5.12 0.010
H -2.15 -2.38 -2.76 0.038
H 0.08 -2.33 -1.86 0.031
H 1.39 -1.27 -4.05 0.015
H 1.81 -0.75 -2.45 0.002
H 1.53 1.26 -3.55 0.003
H 0.26 0.75 -4.60 0.004
H 0.52 -0.75 3.96 0.000
H 0.56 -2.52 4.31 0.000
H -0.85 -1.78 3.45 0.001
O -1.46 2.73 4.29 0.001
C -0.99 1.61 4.33 0.001
O 0.09 1.26 3.60 0.002
H -1.28 0.73 4.94 0.000

***

Entry 4:
17
Properties=species:S:1:pos:R:3:nbo_charge:R:1 method="wB97M-V/def2-TZVPD" multiplicity=1 homo_lumo_gap_ev=9.6727 charge=0 smiles="C=N/N=C(/CN)CS" de_lowest_kcal_mol=101.7 max_force_ev_per_a=3.8 e_homo_ev=-9.23
C -1.81 2.28 -0.30 -0.097
N -0.97 1.76 0.45 -0.269
N 0.07 1.02 -0.07 -0.308
C 0.32 -0.20 0.30 0.243
C 1.72 -0.78 0.00 -0.270
N 2.66 0.27 -0.65 -0.839
C -0.67 -1.17 0.88 -0.536
S -1.98 -1.27 -0.58 -0.096
H -1.79 2.07 -1.35 0.173
H -2.51 3.09 0.30 0.194
H 1.58 -1.80 -0.52 0.210
H 2.08 -1.08 0.92 0.200
H 2.67 1.25 -0.16 0.391
H 2.10 0.23 -1.55 0.365
H -0.98 -0.73 1.81 0.245
H -0.03 -2.24 0.90 0.236
H -2.47 -2.70 -0.38 0.158

***

Entry 5:
52
Properties=species:S:1:pos:R:3:nbo_charge:R:1 method="wB97M-V/def2-TZVPD" multiplicity=1 homo_lumo_gap_ev=7.6749 charge=0 de_lowest_kcal_mol=4.4 max_force_ev_per_a=0.8 e_homo_ev=-7.28
Pb -0.15 -0.67 1.25 1.312
C -0.25 1.10 4.32 -0.223
C 1.01 1.78 3.75 -0.233
N 1.38 1.24 2.44 -0.674
C 1.68 2.22 1.41 -0.232
C 0.45 2.91 0.81 -0.535
S -0.92 1.83 0.26 0.259
C -2.27 2.27 1.43 -0.524
C -1.90 2.28 2.91 -0.238
N -1.30 1.02 3.32 -0.661
H -0.57 1.64 5.23 0.181
H 0.00 0.08 4.61 0.212
H 1.81 1.66 4.48 0.205
H 0.83 2.85 3.65 0.185
H 2.13 0.57 2.51 0.409
H 2.20 1.70 0.61 0.231
H 2.35 3.02 1.77 0.184
H 0.76 3.45 -0.09 0.247
H 0.01 3.64 1.50 0.214
H -3.03 1.52 1.22 0.241
H -2.65 3.25 1.14 0.225
H -2.81 2.51 3.49 0.199
H -1.20 3.09 3.10 0.189
H -2.00 0.34 3.57 0.402
S -2.26 -2.36 2.47 -0.321
C -2.35 -2.66 0.80 -0.091
N -1.86 -1.84 -0.12 -0.665
C -2.07 -2.29 -1.41 0.192
C -1.72 -1.62 -2.58 -0.254
C -2.01 -2.21 -3.79 -0.203
C -2.62 -3.46 -3.86 -0.228
C -2.98 -4.14 -2.71 -0.215
C -2.71 -3.54 -1.49 -0.250
S -3.06 -4.12 0.12 0.389
H -1.23 -0.65 -2.52 0.251
H -1.75 -1.70 -4.71 0.210
H -2.83 -3.91 -4.83 0.212
H -3.46 -5.11 -2.75 0.218
C 2.49 0.28 -4.13 -0.398
N 2.56 -0.16 -2.75 -0.426
C 3.63 -0.86 -2.28 0.087
C 3.69 -1.32 -1.02 -0.393
C 2.56 -1.08 -0.15 0.611
O 2.54 -1.44 1.04 -0.705
N 1.50 -0.39 -0.66 -0.760
C 1.47 0.14 -1.91 0.771
O 0.56 0.83 -2.35 -0.683
H 3.48 0.26 -4.58 0.198
H 2.08 1.29 -4.17 0.232
H 1.82 -0.36 -4.70 0.206
H 4.44 -1.00 -2.99 0.207
H 4.55 -1.87 -0.65 0.234

***

Entry 6:
14
Properties=species:S:1:pos:R:3:nbo_charge:R:1 method="wB97M-V/def2-TZVPD" multiplicity=1 homo_lumo_gap_ev=11.4472 charge=+1 de_lowest_kcal_mol=28.1 max_force_ev_per_a=4.5 e_homo_ev=-15.50
C -0.52 -0.59 0.27 0.775
C -2.66 0.06 -0.72 -0.410
N 0.15 -1.52 0.60 -0.501
N 2.55 0.29 0.08 0.741
N -1.52 0.19 0.13 -0.584
O 3.67 0.85 0.36 -0.437
O 2.63 -0.69 -0.64 -0.374
O 1.53 0.78 0.49 -0.425
H -2.82 -1.02 -1.09 0.247
H -2.60 0.79 -1.53 0.235
H -3.47 0.36 -0.16 0.230
H 1.04 -2.09 0.40 0.507
H 3.61 1.49 1.07 0.517
H -1.59 1.13 0.75 0.479

***

Entry 7:
54
Properties=species:S:1:pos:R:3:lowdin_spin:R:1 method="wB97M-V/def2-TZVPD" multiplicity=5 homo_lumo_gap_ev="3.0656 / 3.5986" charge=-1 max_force_ev_per_a=5.0 e_homo_ev="-1.33 / -6.42"
Ti 0.04 -2.00 0.46 2.476
C -0.87 2.51 -1.05 0.002
N 0.34 2.60 -0.05 0.000
C -0.12 2.26 1.38 0.012
C 1.50 1.59 -0.47 0.039
C 0.90 4.02 -0.18 0.002
C 0.06 5.25 0.35 0.001
O -0.07 5.17 1.80 0.001
H -1.21 1.48 -1.17 0.002
H -0.37 2.95 -1.91 0.000
H -1.75 3.06 -0.70 0.000
H -0.93 2.91 1.71 0.000
H 0.74 2.26 2.05 0.000
H -0.53 1.25 1.44 0.012
H 2.33 1.62 0.24 0.001
H 1.71 1.70 -1.53 0.001
H 1.10 0.60 -0.28 0.039
H 1.27 4.20 -1.19 0.001
H 1.76 3.85 0.47 0.001
H -0.92 5.32 -0.12 0.000
H 0.61 6.15 0.08 0.000
H 0.40 5.92 2.17 0.000
C 3.31 -1.95 3.70 0.003
F 3.19 -1.28 4.86 0.001
F 4.58 -1.68 3.37 0.001
F 3.18 -3.28 3.85 0.001
S 2.24 -1.22 2.25 0.021
O 2.49 -2.04 1.03 0.037
O 0.84 -1.38 2.70 0.033
O 2.68 0.17 2.19 0.010
C 0.92 -1.60 -4.40 0.000
F 0.58 -0.83 -5.45 0.000
F 0.87 -2.92 -4.71 0.000
F 2.13 -1.27 -4.01 0.000
S -0.23 -1.21 -2.89 0.010
O -0.43 0.19 -2.84 0.008
O -1.44 -2.02 -3.04 0.006
O 0.52 -1.55 -1.64 0.080
C -3.86 0.78 1.50 0.000
F -3.25 1.70 0.73 0.000
F -3.28 0.93 2.66 0.000
F -5.16 0.94 1.64 0.000
S -3.40 -0.93 0.76 0.011
O -4.04 -1.89 1.66 0.005
O -4.07 -0.98 -0.57 0.004
O -1.95 -1.02 0.68 0.067
C 0.34 -5.34 -1.59 -0.004
F -0.24 -5.43 -2.88 -0.001
F 0.93 -6.51 -1.33 -0.001
F 1.32 -4.39 -1.63 0.010
S -0.98 -4.77 -0.27 -0.038
O -0.20 -4.53 0.93 0.337
O -1.58 -3.53 -0.70 0.400
O -2.01 -5.82 -0.04 0.409

***

Entry 8:
95
Properties=species:S:1:pos:R:3:lowdin_spin:R:1 method="wB97M-V/def2-TZVPD" multiplicity=5 homo_lumo_gap_ev="8.3527 / 6.5333" charge=+1 de_lowest_kcal_mol=9.5 max_force_ev_per_a=1.1 e_homo_ev="-10.16 / -10.99"
Pd 0.01 0.14 -1.55 1.293
C -4.14 -2.45 -0.32 0.006
Si -3.17 -1.30 -1.43 0.011
C -2.62 -2.28 -2.93 0.000
C -4.30 0.11 -1.91 0.000
N -1.80 -0.62 -0.55 0.120
P -1.19 -1.12 0.81 0.160
C 0.24 -0.17 1.22 1.321
P 1.95 0.14 0.81 0.132
N 2.00 0.79 -0.61 0.122
Si 2.92 2.13 -1.25 0.014
C 4.68 1.57 -1.55 0.006
C 2.90 3.59 -0.07 0.002
C 2.13 2.68 -2.86 0.001
C 2.63 1.08 2.16 0.012
C 1.85 2.00 2.85 0.018
C 2.41 2.81 3.82 0.000
C 3.77 2.72 4.09 0.005
C 4.56 1.81 3.40 0.000
C 3.99 0.99 2.44 0.004
C 2.72 -1.48 0.88 0.028
C 3.20 -2.03 -0.31 0.009
C 3.86 -3.25 -0.28 0.001
C 4.06 -3.90 0.93 0.007
C 3.59 -3.35 2.11 0.000
C 2.91 -2.14 2.09 0.011
C -2.28 -0.95 2.23 0.021
C -2.97 -2.02 2.78 0.006
C -3.87 -1.80 3.81 0.002
C -4.08 -0.52 4.30 0.007
C -3.39 0.55 3.74 0.001
C -2.49 0.34 2.71 0.019
C -0.53 -2.80 0.80 0.029
C -0.32 -3.41 -0.43 0.013
C 0.21 -4.69 -0.49 0.001
C 0.53 -5.36 0.69 0.012
C 0.34 -4.74 1.92 0.001
C -0.18 -3.46 1.97 0.014
H -4.99 -2.84 -0.89 0.001
H -4.54 -1.96 0.57 0.000
H -3.55 -3.32 0.00 0.000
H -3.37 -2.18 -3.72 0.000
H -2.53 -3.34 -2.70 0.000
H -1.67 -1.94 -3.35 0.000
H -5.07 -0.23 -2.61 0.000
H -3.76 0.92 -2.39 0.000
H -4.81 0.50 -1.03 0.000
H 5.12 1.15 -0.65 0.000
H 5.32 2.39 -1.88 0.001
H 4.71 0.80 -2.33 0.000
H 3.52 3.43 0.82 0.000
H 1.89 3.81 0.27 0.000
H 3.28 4.47 -0.58 0.000
H 2.31 1.96 -3.66 0.000
H 2.55 3.64 -3.17 0.000
H 1.05 2.80 -2.75 0.001
H 0.79 2.09 2.63 0.009
H 1.80 3.52 4.36 0.000
H 4.22 3.36 4.84 0.000
H 5.62 1.74 3.61 0.000
H 4.61 0.27 1.91 0.000
H 3.06 -1.49 -1.24 0.001
H 4.24 -3.68 -1.20 0.000
H 4.59 -4.84 0.95 0.000
H 3.74 -3.86 3.05 0.000
H 2.55 -1.70 3.01 0.001
H -2.83 -3.02 2.40 0.000
H -4.41 -2.63 4.24 0.000
H -4.77 -0.35 5.10 0.000
H -3.55 1.56 4.12 0.000
H -1.96 1.18 2.27 0.006
H -0.57 -2.90 -1.35 0.001
H 0.37 -5.17 -1.44 0.000
H 0.94 -6.36 0.65 0.001
H 0.60 -5.25 2.83 0.000
H -0.31 -2.97 2.93 0.001
C -0.68 1.24 -6.44 0.010
O 0.16 0.35 -5.69 0.013
C -0.03 0.23 -4.40 0.028
S 1.00 -0.82 -3.55 0.227
S -1.23 1.04 -3.53 0.213
H -0.33 1.17 -7.46 0.001
H -0.56 2.26 -6.06 0.002
H -1.72 0.92 -6.35 0.004
C -3.96 3.44 -0.26 0.001
N -2.58 3.90 -0.34 0.004
C -2.33 5.22 -0.93 0.000
C -1.61 3.01 -0.36 0.010
N -0.76 2.24 -0.34 0.053
H -4.53 4.13 0.36 0.000
H -3.97 2.45 0.20 0.000
H -4.41 3.38 -1.25 0.000
H -2.83 5.98 -0.33 0.000
H -2.70 5.26 -1.96 0.000
H -1.26 5.41 -0.93 0.000

***

Entry 9:
15
Properties=species:S:1:pos:R:3:nbo_charge:R:1 method="wB97M-V/def2-TZVPD" multiplicity=1 homo_lumo_gap_ev=9.7205 charge=0 smiles="CSCC(=O)O.O" de_lowest_kcal_mol=18.3 max_force_ev_per_a=3.3 e_homo_ev=-9.27
C -3.29 -0.26 -0.21 -0.747
S -2.26 -0.98 -1.50 0.190
C -0.63 -1.12 -0.69 -0.677
C 0.29 0.00 -1.00 0.780
O 0.83 0.70 -0.15 -0.553
O 0.52 0.17 -2.37 -0.689
H -4.05 0.37 -0.70 0.239
H -2.71 0.36 0.49 0.231
H -3.81 -1.05 0.37 0.220
H -0.21 -2.13 -0.82 0.259
H -0.86 -0.98 0.39 0.257
H 0.11 -0.53 -2.94 0.490
O 5.60 2.09 2.87 -0.941
H 5.58 1.81 3.82 0.468
H 4.90 1.54 2.44 0.473

***

Entry 10:
17
Properties=species:S:1:pos:R:3:nbo_charge:R:1 method="wB97M-V/def2-TZVPD" multiplicity=1 homo_lumo_gap_ev=10.8975 charge=0 smiles=CCO.CC de_lowest_kcal_mol=69.5 max_force_ev_per_a=6.8 e_homo_ev=-10.01
C 1.38 -1.64 -1.36 -0.652
C 0.36 -1.26 -0.35 -0.093
O 0.33 -2.17 0.87 -0.756
H 1.16 -1.85 -2.51 0.224
H 1.75 -2.54 -1.28 0.208
H 2.21 -0.78 -1.22 0.221
H 0.72 -0.44 0.36 0.207
H -0.65 -1.17 -0.67 0.184
H 0.79 -3.09 0.63 0.456
C -0.31 2.00 0.45 -0.624
C -1.72 1.80 0.92 -0.629
H -0.18 1.40 -0.48 0.207
H -0.01 3.13 0.46 0.216
H 0.48 1.43 1.01 0.200
H -2.37 1.76 -0.03 0.208
H -1.95 0.90 1.43 0.213
H -1.99 2.52 1.77 0.210

***

Entry 11:
11
Properties=species:S:1:pos:R:3:nbo_charge:R:1 method="wB97M-V/def2-TZVPD" multiplicity=1 homo_lumo_gap_ev=11.0549 charge=0 smiles=CCON de_lowest_kcal_mol=113.0 max_force_ev_per_a=10.7 e_homo_ev=-9.90
C -1.41 0.28 -0.13 -0.626
C -0.36 -0.74 0.25 -0.076
O 0.89 -0.50 -0.61 -0.438
N 1.79 0.21 0.22 -0.490
H -1.70 0.47 -1.15 0.216
H -2.36 -0.03 0.22 0.212
H -1.00 1.50 0.19 0.194
H -0.11 -0.38 1.35 0.214
H -0.54 -1.66 -0.02 0.180
H 2.56 -0.17 0.05 0.310
H 2.25 1.03 -0.37 0.304

***

Entry 12:
9
Properties=species:S:1:pos:R:3:nbo_charge:R:1 method="wB97M-V/def2-TZVPD" multiplicity=1 homo_lumo_gap_ev=9.6432 charge=0 de_lowest_kcal_mol=53.7 max_force_ev_per_a=2.0 e_homo_ev=-9.48
C 1.60 2.91 -0.01 0.206
C 2.02 1.52 0.01 0.013
C 0.76 -0.33 -0.01 -0.200
C -0.07 0.78 -0.01 -0.057
C 2.08 0.11 -0.04 -0.154
N 0.67 1.88 0.03 -0.327
Cl 3.53 -0.76 -0.02 0.070
H 0.31 -1.28 -0.01 0.232
H -1.10 0.72 0.06 0.216